[1]
A 2-piece molecular cluster, C3H12N2O overall in a non-equilibrium geometry, computed with the ωB97M-V functional and the def2-TZVPD basis.

Geometry (Å):
C 1.60255 0.67845 -0.32199
C 0.03727 0.50395 -0.16698
C -0.47491 -0.77780 -0.79025
N -1.89675 -0.81089 -0.28225
N 2.06141 2.06968 -0.09003
H 2.00592 -0.00437 0.42363
H 1.81437 0.25252 -1.29748
H -0.24604 0.52264 0.92979
H -0.34733 1.45372 -0.68793
H -0.00497 -1.72930 -0.29549
H -0.51367 -0.85509 -1.91218
H -2.23215 0.20201 -0.38274
H -2.54353 -1.44901 -0.63962
H 3.05376 2.07400 -0.28715
H 1.57097 2.49528 -0.90957
H -1.69252 -1.36348 1.54682
H -0.98021 -2.05050 2.75797
O -1.21417 -1.21180 2.40545

Summary:
electronic energy: -8331.1148 eV
strongest force on any atom: 3.67 eV Å⁻¹
2S+1: 2
net charge: -1
energy above the lowest of the compared OMol25 structures with the same formula, charge and spin: 21.3 kcal/mol

[2]
A 2-piece molecular cluster, C3H12N2O overall in a non-equilibrium geometry, computed with the ωB97M-V functional and the def2-TZVPD basis.

Geometry (Å):
C -0.43623 -1.55957 0.22728
C 0.21833 -0.85794 1.41314
N -0.52242 0.35441 1.85124
C 1.63032 -0.42952 1.09940
N 2.29172 0.11000 2.26390
H 0.12361 -2.46672 -0.01674
H -1.42596 -1.93358 0.49033
H -0.45044 -0.86239 -0.60575
H 0.24278 -1.50314 2.28910
H -0.50530 1.00027 1.06445
H -1.51622 0.14925 1.94535
H 1.57364 0.28991 0.29920
H 2.16234 -1.23219 0.63946
H 1.70233 0.80145 2.69409
H 3.22980 0.42622 2.09192
O -2.57830 1.92474 -5.57656
H -3.35266 2.19245 -6.08848
H -1.97693 1.54438 -6.23282

Summary:
electronic energy: -8333.1640 eV
strongest force on any atom: 1.10 eV Å⁻¹
2S+1: 1
net charge: 0
energy above the lowest of the compared OMol25 structures with the same formula, charge and spin: 3.6 kcal/mol
structure (SMILES): C[C@H](N)CN.O

[3]
A 3-piece molecular cluster, C3H12N2O overall in a non-equilibrium geometry, computed with the ωB97M-V functional and the def2-TZVPD basis.

Geometry (Å):
C 2.04433 -1.37010 0.79126
C 2.71926 -0.66015 -0.19904
H 1.24466 -2.09174 0.35828
H 2.08563 -1.19584 1.84320
H 2.35275 -0.68527 -1.17193
H 3.67401 -0.25081 -0.00489
N -2.16698 1.06766 1.34176
C -1.99044 -0.05033 0.41837
O -0.93785 -0.99259 0.23970
H -1.42936 1.76273 1.32377
H -2.01712 0.56566 2.31973
H -2.05440 0.28047 -0.59211
H -2.70170 -0.78652 0.59393
H -0.05558 -0.63896 0.39560
N -0.38219 1.25981 -2.07141
H -0.48756 2.03719 -1.40068
H -0.24602 0.55532 -1.40637
H 0.34855 1.19348 -2.77917

Summary:
electronic energy: -8330.4433 eV
strongest force on any atom: 4.82 eV Å⁻¹
2S+1: 1
net charge: 0
energy above the lowest of the compared OMol25 structures with the same formula, charge and spin: 66.4 kcal/mol
structure (SMILES): C=C.NCO.N

[4]
A 2-piece molecular cluster, C3H12N2O overall in a non-equilibrium geometry, computed with the ωB97M-V functional and the def2-TZVPD basis.

Geometry (Å):
C -0.15931 1.02307 -1.65153
C -0.48210 0.31393 -0.33650
N 0.20637 -0.94092 -0.16622
C 1.66385 -0.74440 -0.00353
N 2.04781 -0.18492 1.30728
H 0.44933 0.25411 -2.23210
H 0.51945 1.77852 -1.42368
H -0.94221 1.46505 -2.25839
H -0.39659 0.94962 0.57131
H -1.66913 0.18708 -0.26608
H -0.28101 -1.65788 0.40989
H 1.82142 -0.05871 -0.91015
H 2.19824 -1.73186 -0.14623
H 2.07200 0.86946 1.18544
H 1.52395 -0.50624 2.13566
O -2.68898 -0.58396 1.57694
H -3.23713 -0.85108 0.71034
H -2.64596 0.41913 1.49754

Summary:
electronic energy: -8331.6168 eV
strongest force on any atom: 4.28 eV Å⁻¹
2S+1: 1
net charge: 0
energy above the lowest of the compared OMol25 structures with the same formula, charge and spin: 39.3 kcal/mol
structure (SMILES): CCNCN.O

[5]
A 2-piece molecular cluster, C3H12N2O overall in a non-equilibrium geometry, computed with the ωB97M-V functional and the def2-TZVPD basis.

Geometry (Å):
C -0.38513 0.33049 2.23721
N -0.86666 0.11476 0.93511
C -0.11435 -0.84636 0.15335
C -0.67861 -1.00383 -1.26954
N -0.49703 0.26583 -1.99046
H -0.53845 1.38467 2.49036
H -0.48928 -0.35017 2.98031
H 0.81844 0.17871 2.12890
H -1.78871 -0.23947 0.99468
H -0.06616 -1.84159 0.58539
H 0.86483 -0.38346 -0.07030
H -1.70425 -1.37567 -1.31234
H -0.30461 -1.98198 -1.75140
H -1.16527 0.89880 -1.47529
H -1.06161 0.21178 -2.82712
O 2.95286 1.81670 -0.38299
H 2.84357 0.78724 -0.34626
H 2.18041 2.03354 -1.07960

Summary:
electronic energy: -8331.4413 eV
strongest force on any atom: 6.26 eV Å⁻¹
2S+1: 1
net charge: 0
energy above the lowest of the compared OMol25 structures with the same formula, charge and spin: 43.4 kcal/mol
structure (SMILES): CNCCN.O

[6]
A 2-piece molecular cluster, C3H12N2O overall in a non-equilibrium geometry, computed with the ωB97M-V functional and the def2-TZVPD basis.

Geometry (Å):
N 0.53390 0.72954 -2.51268
C 0.38814 -0.61754 -1.88170
C -0.44862 -0.61129 -0.59802
C -0.80635 -2.03342 -0.04816
N -2.23342 -2.14846 0.28556
H 0.33499 1.60083 -1.96037
H 1.28569 0.60431 -3.10638
H -0.20472 -1.29538 -2.47619
H 1.35582 -1.02255 -1.81373
H -1.43809 -0.13802 -1.00426
H -0.04950 0.02800 0.00831
H -0.74882 -2.69315 -0.84817
H -0.17203 -2.29189 0.80483
H -2.48600 -1.60675 1.03873
H -2.86888 -2.03175 -0.54561
O 2.55335 4.45978 5.22761
H 1.94760 3.96597 4.80558
H 3.05693 5.10175 4.62468

Summary:
electronic energy: -8331.3709 eV
strongest force on any atom: 6.54 eV Å⁻¹
2S+1: 1
net charge: 0
energy above the lowest of the compared OMol25 structures with the same formula, charge and spin: 45.0 kcal/mol
structure (SMILES): NCCCN.O

[7]
A 3-piece molecular cluster, C3H12N2O2 overall in a non-equilibrium geometry, computed with the ωB97M-V functional and the def2-TZVPD basis.

Geometry (Å):
C 0.48262 -1.97790 1.23566
C 0.15497 -0.68612 0.61499
N -1.24068 -0.32996 0.72337
C 1.07260 0.15708 0.14076
N 1.12476 1.35070 -0.58202
H 0.00964 -2.11647 2.23144
H 0.00674 -2.75661 0.61087
H 1.59232 -2.04001 1.55607
H -1.47111 0.11715 -0.17221
H -1.90700 -1.09594 0.75456
H 2.06433 -0.18397 0.41077
H 0.44592 1.46695 -1.33464
H 1.98241 1.46904 -1.11330
O -1.39121 2.97697 0.62944
H -0.81701 2.26430 0.92814
H -1.30763 3.70394 1.25403
O -0.66316 -0.89439 -2.62526
H -0.17871 -0.33335 -2.00752
H 0.04021 -1.09141 -3.25515

Summary:
electronic energy: -10379.7249 eV
strongest force on any atom: 2.36 eV Å⁻¹
2S+1: 1
net charge: 0
energy above the lowest of the compared OMol25 structures with the same formula, charge and spin: 42.1 kcal/mol
structure (SMILES): C/C(N)=C/N.O.O

[8]
A 2-piece molecular cluster, C3H12N2O2 overall in a non-equilibrium geometry, computed with the ωB97M-V functional and the def2-TZVPD basis.

Geometry (Å):
N -0.73403 -0.76390 -2.30126
C -0.24051 -1.52801 -1.17718
C -0.65717 -1.00364 0.22796
N -0.12450 0.34004 0.29472
C -0.52776 1.04708 1.51472
O -0.04596 2.35498 1.65979
H -0.21962 -0.81523 -3.16940
H -1.68697 -1.01837 -2.50521
H -0.65353 -2.55155 -1.21164
H 0.84343 -1.61249 -1.17753
H -0.11569 -1.61688 0.95175
H -1.73311 -1.10684 0.41572
H -0.41789 0.88783 -0.51000
H -0.27653 0.44611 2.39432
H -1.62354 1.12850 1.45223
H 0.86722 2.40119 1.35576
O 2.49530 0.99162 0.97849
H 3.14586 1.41240 0.40697
H 1.70501 1.00714 0.39979

Summary:
electronic energy: -10380.2955 eV
strongest force on any atom: 1.87 eV Å⁻¹
2S+1: 1
net charge: 0
energy above the lowest of the compared OMol25 structures with the same formula, charge and spin: 28.9 kcal/mol
structure (SMILES): NCCNCO.O

[9]
A 3-piece molecular cluster, C3H12N2O2 overall in a non-equilibrium geometry, computed with the ωB97M-V functional and the def2-TZVPD basis.

Geometry (Å):
C -1.61619 -1.54389 0.96936
C -0.81510 -0.81554 -0.04634
C 0.39768 -1.22537 -0.56413
N 1.24455 -0.40141 -1.22083
N -1.26111 0.45168 -0.45553
H -2.64502 -1.75023 0.64408
H -1.71783 -0.94844 1.86634
H -1.17869 -2.53658 1.06763
H 0.66641 -2.25094 -0.34968
H 1.56363 0.45392 -0.78753
H 2.13073 -0.82894 -1.48680
H -0.76386 0.63863 -1.32030
H -2.26026 0.43558 -0.59946
H 2.38874 2.41707 -2.39748
H 2.22079 2.03864 -0.85380
O 2.22959 2.73189 -1.52245
H -0.29375 0.93100 1.56183
H -0.20175 1.48995 3.02127
O -0.08854 0.71297 2.47383

Summary:
electronic energy: -10372.7811 eV
strongest force on any atom: 3.07 eV Å⁻¹
2S+1: 2
net charge: +1
energy above the lowest of the compared OMol25 structures with the same formula, charge and spin: 12.6 kcal/mol

[10]
A 3-piece molecular cluster, C3H12N2O3 overall in a non-equilibrium geometry, computed with the ωB97M-V functional and the def2-TZVPD basis.

Geometry (Å):
C -1.65868 1.35086 0.39872
N -0.96361 0.80053 1.58374
C 0.37742 0.38555 1.18330
C 0.37067 -0.84119 0.29563
N 1.72100 -1.09632 -0.06001
O -1.71376 0.49111 -0.60958
H -2.59719 1.82272 0.80965
H -1.46952 0.05209 2.05074
H 1.04872 0.20404 2.02272
H 0.73344 1.16434 0.51570
H -0.11964 -1.68240 0.81811
H -0.25424 -0.69251 -0.62706
H 1.81342 -1.85744 -0.72219
H 2.22893 -0.18828 -0.25750
H -1.49150 -0.93570 -1.44306
H 3.37377 1.54965 -0.84559
O 2.50407 1.13716 -0.99963
H -1.55860 -2.00745 -2.56305
H -1.05066 2.22608 0.10240
O -1.29403 -1.88284 -1.65301

Summary:
electronic energy: -12420.6406 eV
strongest force on any atom: 4.05 eV Å⁻¹
2S+1: 1
net charge: 0
energy above the lowest of the compared OMol25 structures with the same formula, charge and spin: 200.8 kcal/mol

[11]
A 2-piece molecular cluster, C3H12N2OS overall in a non-equilibrium geometry, computed with the ωB97M-V functional and the def2-TZVPD basis.

Geometry (Å):
N 1.98766 -0.96843 -0.94392
C 0.71786 -1.12708 -0.21903
C -0.24178 0.09866 -0.57100
N -0.29654 0.45214 -2.05851
C -1.69945 0.10296 -0.19725
S -1.98546 1.80540 0.38197
H 2.61213 -0.30071 -0.47928
H 2.48615 -1.79847 -1.19101
H 0.78202 -1.23491 0.85558
H 0.20765 -2.15442 -0.48814
H 0.20061 0.92678 0.01401
H -0.28172 -0.38109 -2.64172
H 0.51070 1.04177 -2.22906
H -2.02692 -0.54642 0.52360
H -2.23599 -0.04971 -1.24852
H -1.79528 2.46959 -0.71843
O 0.29425 0.40508 3.45097
H -0.33427 1.06282 3.79027
H 1.09839 0.19603 3.96946

Summary:
electronic energy: -19167.1928 eV
strongest force on any atom: 4.26 eV Å⁻¹
2S+1: 1
net charge: 0
energy above the lowest of the compared OMol25 structures with the same formula, charge and spin: 35.7 kcal/mol
structure (SMILES): NC[C@@H](N)CS.O

[12]
A 2-piece molecular cluster, C3H12N2OS overall in a non-equilibrium geometry, computed with the ωB97M-V functional and the def2-TZVPD basis.

Geometry (Å):
N 2.10042 0.44695 1.49088
C 0.79100 -0.19172 1.75731
C -0.23957 0.19974 0.72578
N 0.21401 -0.11717 -0.62135
C -1.55159 -0.52237 1.11112
S -2.87607 -0.75977 -0.14041
H 2.83350 -0.22663 1.58154
H 2.08120 0.74850 0.52519
H 0.97447 -1.26755 1.78630
H 0.38467 0.11023 2.72593
H -0.49202 1.25820 0.70300
H 0.22096 -1.10112 -0.83361
H -0.29152 0.27934 -1.39004
H -1.33777 -1.53625 1.45539
H -2.03069 -0.01134 1.94631
H -3.32558 0.49607 -0.14725
O 1.05934 1.01292 -4.44439
H 1.33457 0.46215 -3.69453
H 0.15066 0.71982 -4.53718

Summary:
electronic energy: -19168.2041 eV
strongest force on any atom: 2.14 eV Å⁻¹
2S+1: 1
net charge: 0
energy above the lowest of the compared OMol25 structures with the same formula, charge and spin: 12.4 kcal/mol
structure (SMILES): NC[C@@H](N)CS.O

[13]
A 2-piece molecular cluster, C3H12N2OS overall in a non-equilibrium geometry, computed with the ωB97M-V functional and the def2-TZVPD basis.

Geometry (Å):
N -1.42804 2.07502 1.53702
C -1.48623 1.13430 0.42639
C -0.44782 -0.03167 0.49270
N -0.05880 -0.49465 1.79985
C -0.91899 -1.27531 -0.24489
S 0.41807 -2.37402 -0.82887
H -0.51493 2.52688 1.55402
H -2.03206 2.87730 1.26965
H -1.27616 1.71256 -0.45916
H -2.44855 0.54600 0.37957
H 0.39794 0.42444 -0.10580
H 0.78969 0.01795 2.03658
H -0.65846 -0.09252 2.53317
H -1.47953 -1.10043 -1.18154
H -1.52273 -1.92896 0.39537
H 0.52171 -1.81915 -2.04110
O 3.77357 -0.52868 -2.41045
H 4.08178 -1.31040 -1.95150
H 4.28953 -0.35866 -3.20102

Summary:
electronic energy: -19167.7553 eV
strongest force on any atom: 2.22 eV Å⁻¹
2S+1: 1
net charge: 0
energy above the lowest of the compared OMol25 structures with the same formula, charge and spin: 22.7 kcal/mol
structure (SMILES): NC[C@@H](N)CS.O